Below is 2 unconnected molecules or ions with the total composition C13H25ClFN2O2PSi2, with properties calculated with wB97M-V/def2-TZVPD.

Geometry as XYZ:
```
47
Properties=species:S:1:pos:R:3:forces:R:3
C 0.89955 3.66721 0.48905 -2.253 -0.142 -0.185
C -0.37405 3.50050 -0.03631 1.645 -0.043 1.377
C -1.42966 2.77872 0.87317 0.723 1.828 -0.378
C -2.90673 2.87105 0.38908 0.351 -1.018 -1.476
C -3.02447 2.96375 -1.10710 0.641 -0.196 4.946
N -3.27906 3.15735 -2.18116 -0.760 0.544 -3.775
C -3.59672 1.49288 0.78709 -0.352 0.831 0.577
F -3.55759 0.59077 -0.23692 -0.017 0.123 -0.079
C -5.01829 1.67721 1.25498 5.074 -0.934 -1.975
N -6.01798 1.73970 1.74420 -4.225 0.397 1.761
P -3.83353 4.27313 1.29690 -0.566 0.247 1.074
O -5.06389 4.72523 0.29302 1.273 -0.552 0.139
Cl -2.45116 5.86003 1.37503 -0.496 -0.548 -0.793
H 0.92199 4.05376 1.52081 0.505 -1.461 0.039
H 1.80555 3.38704 -0.05751 -0.194 1.453 -0.179
H -0.55393 3.91301 -1.03694 -0.211 -1.558 -0.192
H -1.07361 1.71921 1.00366 -0.605 0.981 -0.313
H -1.36915 3.27106 1.86997 0.000 -0.480 -0.282
H -2.99257 1.07287 1.60615 -0.527 0.137 -0.022
H -5.27921 4.00756 -0.32834 -0.023 0.415 -0.176
O 2.48566 -2.12580 0.02631 -0.049 0.035 0.018
Si 1.33373 -1.07342 0.57382 -0.251 0.127 0.125
C -0.11033 -2.02289 1.30174 0.196 -0.033 -0.149
C 0.71268 -0.00693 -0.82797 0.115 -0.266 -0.037
C 2.00045 0.06354 1.90154 0.258 -0.284 -0.138
Si 2.62709 -3.35766 -1.07307 -0.034 -0.337 -0.319
C 4.35634 -4.06744 -1.07837 -0.062 0.291 0.251
C 2.24413 -2.73522 -2.79907 -0.018 0.109 0.247
C 1.42880 -4.73790 -0.65635 0.042 0.240 0.093
H -0.62030 -2.60403 0.53066 -0.048 -0.016 0.056
H -0.83617 -1.33754 1.74652 -0.002 -0.015 0.013
H 0.23442 -2.71094 2.07694 -0.068 0.005 0.011
H 1.54507 0.50108 -1.31968 -0.064 0.050 -0.039
H 0.02110 0.74684 -0.45157 0.027 0.024 -0.087
H 0.18847 -0.61121 -1.57122 -0.007 0.074 -0.050
H 2.82967 0.66510 1.52272 -0.004 0.017 0.058
H 2.35618 -0.50668 2.76266 0.015 0.063 0.013
H 1.21541 0.74268 2.24361 -0.012 -0.007 -0.035
H 5.09214 -3.30353 -1.33896 0.031 -0.043 0.016
H 4.42842 -4.87390 -1.81109 -0.044 0.018 0.000
H 4.61656 -4.47341 -0.09837 0.046 0.001 -0.028
H 1.19885 -2.42865 -2.87943 0.021 0.016 -0.067
H 2.42562 -3.51864 -3.53793 0.000 0.004 0.015
H 2.87253 -1.87672 -3.04697 -0.028 -0.008 -0.055
H 0.39507 -4.40254 -0.76525 -0.012 -0.065 0.019
H 1.57250 -5.07626 0.37245 -0.041 -0.038 -0.022
H 1.58045 -5.58995 -1.32252 0.004 0.015 0.006
```
Forces are in eV/Å.

Output
* orbital gap: 0.341 Ha
* highest occupied orbital energy: -9.196 eV
* E_tot: -2250.806034 a.u.
* relative energy (zero: lowest compared OMol25 entry of this formula, charge and spin): 0.00 kJ/mol
* LUMO energy: 0.08 eV
* spin multiplicity: 1
* SMILES: C=CC[C@@](C#N)([C@H](F)C#N)P(O)Cl.C[Si](C)(C)O[Si](C)(C)C

Löwdin population analysis, charges in e, atoms 1 to 6:
1 C 0.002
2 C -0.174
3 C -0.217
4 C -0.512
5 C -0.241
6 N 0.202

=====

Below is 14 unconnected molecules or ions with the total composition C33H17Cl52NO5S, with properties calculated with wB97M-V/def2-TZVPD.

Geometry as XYZ:
```
109
Properties=species:S:1:pos:R:3:forces:R:3
C -4.21229 -5.29574 2.45119 -0.761 -0.342 1.247
O -2.85938 -4.80846 2.43749 -0.781 0.041 -1.019
C -2.48571 -4.40521 1.13162 0.902 1.169 -1.294
C -1.93820 -2.93127 1.05602 0.482 1.661 0.079
C -0.51619 -2.66445 0.81663 -1.885 1.383 0.242
C -0.08128 -1.29119 0.73812 -0.471 0.532 0.247
C -0.97974 -0.12106 0.86275 -0.484 -1.951 0.079
C -2.39676 -0.37611 1.06683 1.277 -1.664 -0.219
O -3.35676 0.60332 1.16355 1.043 -0.553 -0.565
C -3.73616 1.15919 -0.11724 -1.359 0.195 -0.985
C -3.66108 0.17289 -1.34326 0.215 1.043 -1.478
C -2.29058 0.28285 -2.15813 0.297 -1.537 1.552
O -4.68996 0.62355 -2.27917 0.528 0.266 0.608
C -2.82932 -1.78596 1.18045 1.585 0.379 -0.666
N -4.27232 -2.01233 1.43451 1.333 0.004 1.892
C -4.34224 -2.06722 2.67256 -0.346 -0.103 1.079
S -4.35525 -2.14554 4.28000 -0.253 0.196 -2.540
C -0.38415 1.29241 0.77210 1.417 0.032 0.761
O -0.95619 2.28337 0.38741 -0.642 -0.623 0.286
C 1.09947 1.46926 1.24555 0.869 -0.884 0.516
C 1.55668 2.72443 1.84438 1.246 -1.146 -0.007
C 2.93547 2.87465 2.28975 -1.751 -2.926 -0.357
C 3.83174 1.72347 2.10553 -1.779 -0.591 0.146
C 3.37172 0.47923 1.53650 -1.172 0.821 -0.259
C 1.98793 0.31780 1.09105 0.268 2.357 1.087
C 1.41755 -0.97097 0.47261 -0.638 0.470 0.411
O 2.08721 -1.69216 -0.22326 0.036 0.201 0.525
H -4.29468 -6.37660 2.16408 0.270 0.910 -0.066
H -4.55656 -5.23081 3.52110 0.338 -0.033 -1.051
H -4.91322 -4.66878 1.84059 0.752 -0.510 0.364
H -3.35684 -4.45932 0.42498 0.662 -0.013 0.614
H -1.66773 -5.04660 0.69152 -0.905 0.653 0.783
H 0.16791 -3.53862 0.72373 -0.396 1.050 -0.007
H -3.19268 2.09973 -0.39332 -0.034 -0.915 0.618
H -4.81939 1.45410 -0.01861 1.053 -0.516 0.098
H -3.93438 -0.88581 -1.10990 0.288 0.972 -0.004
H -1.67045 1.15430 -1.82977 -0.698 -0.489 -0.539
H -1.70178 -0.63626 -1.85735 -0.289 0.931 -0.485
H -2.44014 0.20475 -3.25839 -0.055 0.349 1.000
H -4.34993 1.47195 -2.61804 -0.370 -0.451 0.015
H 0.85100 3.57443 1.97740 0.528 -0.878 -0.263
H 3.28569 3.82358 2.74142 -0.411 -0.944 -0.164
H 4.89824 1.78965 2.40356 -0.946 0.009 -0.185
H 4.06213 -0.38441 1.39898 -0.552 0.899 0.191
C -2.61571 0.17246 7.56835 -0.050 0.122 -0.039
Cl -3.39194 -1.42272 7.59871 0.216 0.329 0.016
Cl -0.93235 0.01835 8.10048 -0.166 -0.017 -0.048
Cl -2.65735 0.81879 5.91894 0.012 -0.075 0.162
Cl -3.48230 1.26990 8.65631 0.111 -0.138 -0.125
C 5.57668 4.39639 -0.61163 -0.029 0.275 -0.123
Cl 4.39085 3.82693 0.59608 1.261 0.978 -1.853
Cl 6.33954 2.99334 -1.38221 -0.072 0.114 0.094
Cl 4.76936 5.37773 -1.85051 0.110 -0.390 0.301
Cl 6.81607 5.37209 0.20274 -0.123 -0.129 0.002
C 7.19095 8.47653 -3.07623 0.055 -0.043 -0.050
Cl 8.17743 9.49450 -2.01251 -0.105 -0.101 -0.096
Cl 7.46380 8.94569 -4.76244 -0.068 -0.011 0.182
Cl 7.64622 6.77759 -2.85567 0.123 0.323 -0.170
Cl 5.47697 8.69029 -2.67397 0.149 0.029 -0.031
C -1.90792 -8.84071 0.69491 0.025 -0.130 0.088
Cl -1.30498 -7.31482 0.01643 -0.255 -0.603 0.033
Cl -1.18757 -10.20365 -0.17343 -0.086 0.155 0.064
Cl -1.47230 -8.93438 2.40951 -0.060 0.068 -0.187
Cl -3.67174 -8.90048 0.52846 0.156 0.029 -0.010
C 11.12230 8.87487 -7.13473 0.012 -0.017 0.023
Cl 12.63573 8.35290 -7.89497 -0.150 0.058 0.070
Cl 11.47340 10.08367 -5.88710 -0.049 -0.118 -0.118
Cl 10.05832 9.58470 -8.36201 0.090 -0.064 0.122
Cl 10.32002 7.47987 -6.39448 0.114 0.107 -0.092
C 0.80998 4.92042 -2.37592 0.068 -0.132 -0.007
Cl -0.90753 5.30674 -2.58589 0.028 -0.700 0.374
Cl 1.64746 6.31804 -1.68456 -0.300 -0.034 -0.025
Cl 0.97914 3.54178 -1.28340 0.140 0.317 -0.311
Cl 1.51647 4.51225 -3.94911 -0.074 0.107 0.120
C -0.18584 9.40747 -3.44247 -0.050 -0.003 -0.129
Cl 1.56502 9.45208 -3.16782 -0.153 0.079 -0.083
Cl -0.64404 7.83792 -4.12967 0.202 0.793 -0.167
Cl -1.03186 9.64541 -1.90345 0.096 -0.054 -0.141
Cl -0.63467 10.70098 -4.56938 0.043 -0.093 0.120
C 0.37398 -9.42192 -3.85573 0.018 0.027 0.062
Cl -0.98130 -8.28782 -3.72093 0.134 -0.095 -0.003
Cl 1.24238 -9.12654 -5.37265 -0.078 -0.021 0.140
Cl 1.47686 -9.18843 -2.49025 -0.193 -0.237 -0.127
Cl -0.24282 -11.08460 -3.84281 0.047 0.153 -0.003
C -2.27286 -5.39780 6.92705 0.064 0.099 -0.168
Cl -0.72732 -4.85890 7.60764 -0.171 -0.038 -0.006
Cl -2.32963 -5.01545 5.20821 0.222 -0.168 0.077
Cl -2.45047 -7.14430 7.17328 0.001 0.172 -0.012
Cl -3.60842 -4.54346 7.71408 -0.076 -0.326 0.222
C 1.07458 1.32430 -6.36132 0.012 -0.027 0.052
Cl 1.38750 -0.03504 -7.45382 -0.041 0.149 0.117
Cl 2.25482 2.61285 -6.66742 -0.097 -0.159 -0.031
Cl -0.56247 1.94385 -6.64220 0.142 -0.057 0.049
Cl 1.21814 0.77782 -4.68134 -0.037 0.052 -0.152
C -6.42426 0.54041 11.74636 0.006 -0.065 -0.005
Cl -5.86705 2.07208 11.04826 -0.088 -0.102 0.098
Cl -5.63565 -0.81016 10.91301 -0.079 0.141 0.084
Cl -6.01297 0.49299 13.46928 -0.038 0.013 -0.175
Cl -8.18087 0.40897 11.55408 0.180 0.024 0.016
C -3.50550 -2.63601 -5.09389 -0.079 0.044 -0.024
Cl -3.18138 -3.95013 -6.23803 -0.011 0.119 0.132
Cl -2.34991 -1.31991 -5.36263 -0.052 -0.195 -0.147
Cl -5.15312 -2.03383 -5.33507 0.199 -0.063 0.052
Cl -3.33333 -3.24015 -3.43468 0.008 0.052 -0.105
C 2.70659 -5.37945 -1.73174 0.089 0.316 -0.262
Cl 2.58240 -3.66970 -2.16541 0.063 -0.510 -0.088
Cl 3.06866 -6.33233 -3.18567 -0.014 0.188 0.192
Cl 4.00660 -5.59593 -0.54621 -0.157 -0.023 -0.091
Cl 1.16783 -5.91833 -1.02429 0.395 0.057 -0.142
```
Forces are in eV/Å.

Output
* orbital gap: 0.302 Ha
* highest occupied orbital energy: -9.426 eV
* E_tot: -26026.491271 a.u.
* LUMO energy: -1.20 eV
* spin multiplicity: 1

Löwdin population analysis, charges in e, atoms 1 to 6:
1 C -0.135
2 O -0.274
3 C -0.197
4 C -0.055
5 C 0.065
6 C -0.040

=====

Q: Which of these has the highest highest occupied orbital energy?
A: C13H25ClFN2O2PSi2

=====

Q: Among the records above, which one has the lowest E_tot?
A: C33H17Cl52NO5S